Formula: C42H113N7O18
Source: the OMol25 dataset
Level of theory: ωB97M-V with the def2-TZVPD basis set

```
180
C42H113N7O18, DFT ωB97M-V with the def2-TZVPD basis set
C -1.83901 19.95375 -6.26898
C -0.55487 19.43293 -6.82770
C -0.47308 19.54938 -8.37432
O -0.46127 20.92054 -8.82242
C -0.25992 21.12371 -10.26188
N 0.53541 20.20971 -6.32511
H -1.84208 19.84188 -5.18474
H -2.71543 19.41192 -6.62451
H -2.02131 20.99921 -6.51774
H -0.45310 18.36198 -6.65217
H -1.28423 19.01119 -8.86472
H 0.44815 19.08992 -8.73254
H -0.38746 22.20305 -10.34471
H -1.12952 20.73291 -10.79025
H 0.72460 20.70173 -10.46375
H 0.79158 21.05158 -6.82084
H 0.16835 20.61972 -5.47820
C -8.50748 18.82364 -1.85749
C -8.61968 17.52948 -1.03209
C -7.41399 17.21033 -0.21416
O -6.34103 16.99741 -1.06052
C -5.06115 16.85986 -0.35245
N -9.78755 17.52313 -0.20593
H -8.49481 19.63896 -1.13418
H -9.36594 18.90893 -2.52373
H -7.60458 18.80718 -2.46791
H -8.85399 16.77208 -1.78011
H -7.55081 16.20542 0.18527
H -7.29589 17.97812 0.55047
H -5.11978 16.23357 0.53773
H -4.62773 17.85289 -0.23361
H -4.39908 16.35979 -1.05934
H -10.61863 17.46494 -0.77690
H -9.77309 16.77085 0.46784
C -6.49682 22.25261 -7.45601
C -6.13535 23.68707 -7.84199
C -5.46987 23.87371 -9.24762
O -4.08863 23.49574 -9.14306
C -3.25204 23.89701 -10.19459
N -7.31813 24.47521 -7.73370
H -5.69861 21.57206 -7.75236
H -7.46059 21.86065 -7.78099
H -6.54355 22.27257 -6.36720
H -5.39847 24.05110 -7.12604
H -5.47584 24.93847 -9.48075
H -6.03589 23.39002 -10.04372
H -3.63143 23.26494 -10.99749
H -2.26084 23.53632 -9.91977
H -3.26611 24.97430 -10.35992
H -7.85065 24.36902 -8.58531
H -7.96885 24.24515 -6.99631
C -6.42383 24.74329 -3.73793
C -6.63903 25.56125 -2.46495
C -8.10504 25.67725 -2.08440
O -8.75186 26.45673 -3.04047
C -10.18215 26.46006 -2.83630
N -5.79979 25.09942 -1.45272
H -6.74998 23.72639 -3.51966
H -5.39344 24.66676 -4.08513
H -6.98450 25.13805 -4.58524
H -6.33670 26.57700 -2.71977
H -8.14194 26.06327 -1.06571
H -8.48218 24.66542 -1.93587
H -10.67660 27.23372 -3.42373
H -10.49166 26.66867 -1.81220
H -10.50822 25.43716 -3.02462
H -5.91361 25.84080 -0.77633
H -4.87582 25.40570 -1.72212
C -1.45220 17.93887 -12.34510
C 0.05000 17.50156 -12.28582
O 0.63090 17.26937 -13.53403
O -1.55338 19.29295 -12.84234
H -1.82414 17.85655 -11.32383
H -2.00342 17.27425 -13.01033
H 0.20976 16.64921 -11.62547
H 0.58128 18.20931 -11.64948
H 1.57735 17.43010 -13.53310
H -2.48816 19.50786 -12.88225
C -0.14735 20.43207 -2.83723
C 1.02553 19.39833 -2.91484
O 0.85278 18.56637 -4.07763
O -0.18048 21.46861 -3.84652
H -0.22156 20.83459 -1.82699
H -1.08544 19.87704 -2.84109
H 0.89242 18.76016 -2.04127
H 2.01556 19.84503 -3.00642
H 0.75358 19.16512 -4.82144
H -0.95955 22.01723 -3.72967
C -3.73559 20.83636 -14.56571
C -4.79770 21.95734 -14.67685
O -6.00882 21.43069 -15.17977
O -4.12409 19.74971 -13.67140
H -2.79041 21.19651 -14.15949
H -3.52737 20.51517 -15.58629
H -4.40473 22.66022 -15.41145
H -4.97790 22.43276 -13.71269
H -6.32476 20.90517 -14.44112
H -4.84817 19.28825 -14.10078
C -2.50083 23.03504 -1.71387
C -1.81832 24.15928 -0.86534
O -2.38808 25.43068 -1.14627
O -2.21560 23.14997 -3.07122
H -3.57279 22.92283 -1.55134
H -2.18135 22.04257 -1.39602
H -0.74892 24.24109 -1.05975
H -1.93606 24.02736 0.21022
H -2.06498 26.03674 -0.47554
H -2.36652 24.05322 -3.35923
C -7.64926 20.91852 -12.08568
O -7.06964 20.18378 -13.12121
C -7.93448 19.19286 -13.74871
C -7.34968 18.52605 -15.02652
N -6.01575 17.97762 -14.87725
C -5.93203 16.90118 -13.87905
C -4.55283 16.26409 -13.99465
O -4.54483 15.25186 -15.08386
C -3.34032 14.46188 -15.14720
H -8.47571 21.49466 -12.50179
H -6.93484 21.68634 -11.78876
H -7.87817 20.23288 -11.26984
H -8.87755 19.70050 -13.95123
H -8.10836 18.38644 -13.03628
H -7.41341 19.16618 -15.90645
H -8.06094 17.72087 -15.21065
H -5.73194 17.37598 -15.63723
H -6.68454 16.11954 -13.77476
H -5.90869 17.26266 -12.85100
H -4.22143 15.88037 -13.02975
H -3.83282 17.06052 -14.18276
H -2.43090 15.03421 -15.33020
H -3.28924 13.74869 -15.96991
H -3.18070 13.90243 -14.22545
C -4.64251 21.01976 -4.08233
O -4.62310 20.02879 -5.07407
C -5.15448 18.74238 -4.65360
C -5.08541 17.74243 -5.84890
N -5.94919 18.27508 -6.93510
C -5.85045 17.47296 -8.15951
C -5.60084 18.39816 -9.33836
O -4.61155 19.35150 -8.98807
C -4.29573 20.31103 -9.94797
H -4.43456 22.00724 -4.49433
H -3.86205 20.85297 -3.33993
H -5.65043 21.12356 -3.68056
H -6.17096 18.78122 -4.26199
H -4.45306 18.35146 -3.91651
H -5.55705 16.84256 -5.45408
H -4.12304 17.43981 -6.26166
H -5.62972 19.20690 -7.15812
H -6.75640 16.88833 -8.31937
H -5.03789 16.75304 -8.06169
H -6.50965 18.92285 -9.63310
H -5.32055 17.78850 -10.19734
H -5.20582 20.84267 -10.22580
H -3.89983 19.93719 -10.89222
H -3.63802 21.06947 -9.52338
C -10.20688 19.28838 -10.36831
O -10.08369 19.74505 -9.06150
C -9.86002 18.80612 -8.07137
C -9.19761 19.47301 -6.85878
N -9.94760 20.53025 -6.19795
C -9.14823 21.05643 -5.00902
C -9.55279 22.47164 -4.67379
O -9.50614 23.32033 -5.91086
C -10.49461 24.36299 -5.99001
H -10.22933 20.04476 -11.15283
H -11.14329 18.76731 -10.56758
H -9.30286 18.78663 -10.71344
H -9.23944 18.00273 -8.46829
H -10.77576 18.32799 -7.72365
H -8.21273 19.86820 -7.10766
H -8.81425 18.70009 -6.19265
H -10.06415 21.30614 -6.83395
H -8.09179 21.05862 -5.27739
H -9.20261 20.47277 -4.09006
H -8.90486 22.83899 -3.87796
H -10.56531 22.31078 -4.30360
H -11.48208 23.95531 -6.20634
H -10.29631 25.03940 -6.82142
H -10.43458 24.97124 -5.08749
```

Output
- Largest force on an atom: 3.76 eV/A
- Frontier orbital gap: 0.324 Ha
- Lowest unoccupied orbital energy: 0.39 eV
- E_HOMO: -0.3095 Ha
- Net charge: 0
- Energy above the lowest of the compared OMol25 structures with the same formula, charge and spin: 3.139 eV
- SMILES: COC[C@H](C)N.COC[C@H](C)N.COC[C@H](C)N.COC[C@H](C)N.COCCNCCOC.COCCNCCOC.COCCNCCOC.OCCO.OCCO.OCCO.OCCO
- E: -3405.2236 Eh
- Multiplicity: 1